The following is a DFT calculation (the ωB97M-V functional and the def2-TZVPD basis) of a structure of composition C47H34Cl5N7OP2PbS3Se2.

Structure (XYZ):
```
102
Properties=species:S:1:pos:R:3:forces:R:3
Pb -0.4261 -1.3194 -2.1112 0.3 0.8 -0.3
N -3.7526 -1.3138 1.1179 -0.2 0.1 0.2
C -3.0604 -1.5161 -0.0414 0.5 -0.5 -0.2
S -1.5569 -2.3544 0.0796 -0.2 -0.5 0.3
N -3.6525 -1.1778 -1.1465 -1.2 0.7 0.0
N -2.9442 -1.3823 -2.2671 0.1 -0.6 -0.6
C -3.5221 -1.4388 -3.4161 -0.2 0.2 1.1
C -4.9881 -1.3226 -3.5699 -0.3 0.1 0.0
C -5.7279 -2.4210 -3.9980 0.2 0.1 0.1
C -7.1086 -2.3648 -4.0374 -0.2 -0.1 -0.1
C -7.7675 -1.1994 -3.6796 -0.1 0.0 0.0
C -7.0328 -0.0937 -3.2804 -0.1 0.1 0.0
C -5.6525 -0.1537 -3.2189 0.1 0.0 0.0
C -2.6888 -1.7446 -4.5646 0.2 -0.2 -1.0
C -3.1779 -1.5826 -5.8658 0.1 -0.2 0.4
C -2.3539 -1.9000 -6.9282 0.2 -0.2 0.1
C -1.1039 -2.4411 -6.6709 -0.2 0.1 0.0
C -0.7074 -2.5844 -5.3485 0.1 -0.1 -0.2
N -1.4554 -2.2129 -4.3265 -0.3 -0.4 0.0
H -3.2089 -1.3566 1.9672 0.0 0.1 -0.2
H -4.4481 -0.5854 1.0647 0.0 0.0 0.0
H -5.2091 -3.3276 -4.2782 0.0 -0.1 0.0
H -7.6754 -3.2337 -4.3498 0.0 0.0 0.0
H -8.8499 -1.1552 -3.7117 0.0 0.0 0.0
H -7.5427 0.8222 -3.0122 0.0 0.0 0.0
H -5.0777 0.7048 -2.9068 0.1 0.1 0.0
H -4.1626 -1.1795 -6.0300 0.0 -0.1 0.1
H -2.6846 -1.7099 -7.9396 0.0 0.0 -0.1
H -0.4473 -2.7416 -7.4757 0.1 0.0 0.0
H 0.2482 -3.0258 -5.0977 0.1 0.1 0.0
Se 5.8116 -0.8379 2.5947 0.3 -0.1 0.1
P 3.9889 0.2019 2.6646 0.3 0.1 0.4
C 3.2038 -0.1958 4.2676 0.0 0.0 -0.4
C 2.1438 -1.0942 4.2795 0.0 0.1 -0.2
C 1.6294 -1.5611 5.4758 -0.1 -0.1 0.1
C 2.1795 -1.1454 6.6757 0.0 -0.1 0.0
C 3.2667 -0.2850 6.6697 0.1 0.1 0.1
C 3.7925 0.1694 5.4752 0.0 0.2 0.0
C 4.3846 1.9810 2.5252 0.0 -0.2 0.1
C 4.8262 2.3594 1.2607 -0.1 -0.1 -0.1
C 5.3249 3.6282 1.0454 0.0 0.0 -0.1
C 5.4100 4.5258 2.0977 0.1 0.1 0.1
C 4.9793 4.1508 3.3573 0.2 0.0 0.1
C 4.4687 2.8829 3.5746 0.1 -0.2 -0.1
C 2.8737 -0.1918 1.3289 -0.4 0.1 0.0
C 1.5952 0.1460 0.8277 0.3 0.1 0.3
N 1.4456 -0.5724 -0.3023 -0.5 0.5 0.5
N 2.5287 -1.2816 -0.4827 0.1 -0.5 -0.7
N 3.3914 -1.0773 0.4603 0.7 -0.2 0.4
P 0.2702 1.2151 1.3779 -0.2 0.3 0.2
Se -1.2982 1.5977 0.0279 0.1 -0.1 -0.2
C 0.9820 2.8062 1.9409 -0.1 -0.4 0.0
C 1.4293 2.9914 3.2425 -0.1 0.0 -0.2
C 1.8028 4.2561 3.6613 -0.1 0.1 0.1
C 1.7723 5.3237 2.7808 -0.1 0.0 0.1
C 1.3640 5.1295 1.4718 0.0 0.0 0.0
C 0.9521 3.8788 1.0568 0.0 -0.1 -0.1
C -0.4642 0.4407 2.8549 0.1 0.0 -0.3
C -1.1014 1.1673 3.8557 0.1 0.0 -0.1
C -1.8273 0.4976 4.8243 -0.1 0.1 0.1
C -1.9595 -0.8810 4.7796 -0.1 -0.1 0.0
C -1.3535 -1.6006 3.7646 0.0 0.0 0.0
C -0.6020 -0.9432 2.8086 0.1 0.2 0.0
H 1.7307 -1.4390 3.3436 0.0 0.0 0.0
H 0.7977 -2.2506 5.4647 0.0 0.0 0.0
H 1.7805 -1.5086 7.6129 0.0 0.0 0.1
H 3.7157 0.0273 7.6027 0.1 0.0 0.1
H 4.6831 0.7809 5.4770 0.1 0.0 0.0
H 4.7952 1.6353 0.4572 0.0 0.0 -0.1
H 5.6596 3.9105 0.0584 0.0 0.0 -0.1
H 5.8260 5.5107 1.9385 0.0 0.1 0.0
H 5.0414 4.8474 4.1821 0.0 0.1 0.1
H 4.1292 2.6037 4.5596 -0.1 0.0 0.1
H 1.4761 2.1465 3.9200 0.0 0.0 0.1
H 2.1199 4.4072 4.6827 0.1 0.0 0.1
H 2.0619 6.3094 3.1153 0.1 0.1 0.0
H 1.3460 5.9576 0.7799 0.0 0.1 -0.1
H 0.5753 3.7255 0.0531 0.0 0.0 0.0
H -1.0441 2.2491 3.8721 0.0 0.0 0.0
H -2.3103 1.0564 5.6129 -0.1 0.1 0.1
H -2.5562 -1.3907 5.5223 0.0 0.0 0.1
H -1.4602 -2.6726 3.7025 -0.1 -0.2 0.0
H -0.1756 -1.5010 1.9860 0.1 0.0 0.1
Cl 2.1650 -1.2383 -3.9778 0.1 0.5 -0.3
C 2.2468 -2.7689 -3.1788 -0.3 -0.6 0.3
C 1.1633 -3.1683 -2.3972 0.4 -0.4 -0.1
C 1.3132 -4.3986 -1.7688 0.3 0.3 -0.5
Cl 0.0430 -5.0124 -0.7908 -0.5 -0.3 0.3
C 2.4558 -5.1862 -1.8959 0.0 0.2 0.0
Cl 2.6075 -6.6777 -1.0573 0.0 -0.4 0.2
C 3.4992 -4.7573 -2.7005 -0.1 0.1 0.0
Cl 4.9067 -5.7275 -2.8900 0.2 -0.1 0.0
C 3.3902 -3.5388 -3.3569 0.0 0.1 0.1
Cl 4.6868 -3.0039 -4.3516 0.2 0.1 -0.2
C -1.8714 3.3277 -3.3110 0.3 0.1 0.5
O -2.7228 2.8453 -4.3201 -0.3 0.1 0.0
C -2.3216 1.7698 -5.0332 0.1 0.1 -0.2
S -3.3759 1.3665 -6.2624 -0.6 0.3 -0.6
S -0.8739 1.0095 -4.6984 0.4 -0.1 0.1
H -2.2975 4.2766 -2.9868 -0.1 0.0 0.0
H -0.8559 3.4735 -3.6938 -0.1 0.0 0.1
H -1.8273 2.6291 -2.4685 0.1 0.2 -0.2
```
Forces are in eV/Å.

Results
Net charge: -2
E_HOMO: -2.037 eV
Energy above the lowest of the compared OMol25 structures with the same formula, charge and spin: 30.7 kcal/mol
2S+1: 1
Frontier orbital gap: 5.59 eV